No. 1
13
Properties=species:S:1:pos:R:3:forces:R:3 method="wB97M-V/def2-TZVPD" de_lowest_kcal_mol=31.2 e_tot_ev=-17180.6716 gap_ev="7.054 / 7.054" lumo_energy_ev="-2.2 / -2.2"
C 2.897119 -1.703304 0.115510 -0.58 1.68 0.39
C 1.843148 0.461199 -0.072207 1.42 -2.09 0.06
N 3.562191 -2.616573 0.164409 2.09 -2.67 -0.09
N 0.676228 1.029512 -0.247732 2.44 2.57 0.25
N 1.988048 -0.796309 0.166165 -2.46 0.83 0.10
N -0.355575 -0.678325 -1.773192 2.70 -0.42 -1.63
N 3.111119 1.260915 -0.093748 -0.84 0.89 -0.11
N -0.262673 0.148656 -0.192140 -0.76 -3.45 0.72
O 0.694469 -0.598577 -2.259320 -3.14 0.27 1.30
O 2.981835 2.457027 -0.012251 0.24 0.33 -0.04
O 4.127696 0.625772 -0.162192 0.38 0.02 -0.07
H 0.019031 -0.804992 0.405921 -0.71 2.44 -1.23
H -1.145407 0.617548 -0.104781 -0.79 -0.39 0.35

No. 2
64
Properties=species:S:1:pos:R:3:forces:R:3 method="wB97M-V/def2-TZVPD" de_lowest_kcal_mol=0.0 e_tot_ev=-40591.1270 gap_ev=8.190 total_charge=+1 lumo_energy_ev=-4.3
C 2.516685 -2.482241 1.573873 0.23 0.62 -0.93
C 2.714914 -1.301245 1.752855 -1.15 0.14 0.74
N 2.463760 0.076771 1.936067 0.87 -1.99 -0.31
C 2.428230 0.753395 3.035041 -0.74 1.47 -0.80
C 2.065035 2.244403 2.690190 -0.75 -2.02 1.01
C 1.492806 2.090124 1.241774 1.48 1.26 -1.24
C -0.047624 2.134821 1.002888 0.41 -0.66 -0.58
C -0.831634 0.948221 1.574175 -0.93 -0.90 0.21
O -0.541752 0.397549 2.629750 0.62 0.95 -0.70
N -2.008210 0.474067 0.854273 0.18 0.00 1.31
C -2.950649 -0.096254 1.862771 -0.91 -0.23 0.08
C -1.600590 -0.673393 0.005403 0.87 0.19 -0.43
C 2.205349 0.826596 0.646359 -0.74 0.55 1.71
H 2.375051 -3.477248 1.141364 0.19 0.66 0.77
H 2.593977 0.289858 4.022826 0.04 0.24 -0.66
H 2.952903 2.903318 2.868492 -0.73 -0.55 -0.57
H 1.257870 2.587525 3.381895 0.70 -0.31 -0.30
H 1.938626 2.923755 0.643734 -0.67 -0.33 0.50
H -0.475368 3.086808 1.381711 0.12 -0.62 -0.13
H -0.195629 2.123437 -0.104944 -0.05 0.13 0.80
H -3.948320 -0.271745 1.396338 0.83 0.26 0.04
H -2.615888 -1.095801 2.231848 -0.12 0.79 -0.09
H -3.122015 0.592222 2.714493 0.30 -0.39 -0.53
H -1.054968 -1.391880 0.674511 -0.48 0.22 -1.01
H -2.472871 -1.178059 -0.466727 0.49 0.47 0.54
H -0.932506 -0.296545 -0.799465 -0.30 -0.45 0.46
H 3.219844 1.031249 0.241189 -0.91 -0.17 -0.17
H 1.514480 0.218743 0.031625 0.78 0.27 0.06
O -2.993375 -0.016105 -3.290734 0.24 -0.14 -0.01
H -2.829270 0.020661 -2.343713 -0.11 0.07 -0.01
H -2.178420 -0.386568 -3.657706 -0.01 0.15 -0.12
O -0.664818 -0.657943 5.318773 0.21 -0.03 -0.38
H 0.078942 -1.275937 5.329235 -0.15 -0.14 0.32
H -0.797748 -0.451776 4.384164 -0.09 0.17 0.16
O -0.778121 -3.084663 2.275511 0.07 0.10 0.11
H -1.397871 -3.514881 2.876945 0.08 -0.05 -0.03
H -0.724211 -2.176435 2.597221 -0.01 -0.07 0.10
O -0.202534 -0.611839 -5.157310 0.29 0.10 0.10
H -0.760116 -0.776254 -5.930612 -0.30 -0.05 0.23
H 0.360604 0.125670 -5.431027 -0.06 0.07 0.01
O 3.231603 4.888106 2.654963 0.02 0.33 0.16
H 3.904341 5.441928 3.069659 0.03 -0.03 -0.11
H 2.399770 5.304810 2.910278 0.06 0.04 -0.05
O 0.619045 -2.434595 7.129560 0.05 0.22 -0.08
H 1.310997 -1.884996 7.514606 0.01 -0.15 0.05
H -0.201973 -2.010829 7.409083 0.00 -0.08 -0.01
O 1.674851 1.721836 -5.345825 0.04 0.03 0.16
H 1.994053 1.530776 -4.456705 -0.01 0.02 -0.04
H 1.851984 2.662637 -5.461306 -0.06 -0.05 -0.12
O -3.004501 -0.827281 -6.387837 0.47 0.01 0.02
H -3.472827 -0.089217 -5.979248 0.07 0.00 -0.01
H -3.049720 -1.528935 -5.725785 -0.39 -0.02 -0.09
O -4.978839 -2.888893 -5.720917 -0.09 -0.07 -0.07
H -5.894944 -2.634362 -5.566426 0.07 -0.02 0.07
H -4.892644 -2.885385 -6.681217 0.04 0.04 0.05
O 1.051077 -0.276551 -2.138244 0.31 0.17 -0.23
H 0.715654 -0.372697 -3.042810 -0.25 -0.15 0.02
H 1.972155 -0.555120 -2.204114 -0.09 -0.11 -0.03
O 3.874049 -2.608728 4.630761 -0.02 0.19 -0.13
H 3.241699 -2.461303 3.919277 0.03 -0.21 0.08
H 4.552462 -3.164786 4.231175 0.01 0.02 0.12
O -1.261351 1.751909 -7.371962 0.20 -0.10 0.07
H -0.415205 1.875431 -6.927306 -0.06 0.07 -0.02
H -1.276301 0.813859 -7.594711 -0.21 0.07 -0.05

No. 3
76
Properties=species:S:1:pos:R:3:forces:R:3 method="wB97M-V/def2-TZVPD" e_tot_ev=-76625.8400 gap_ev=5.954 lumo_energy_ev=-1.2
Ca -5.995719 1.609641 -2.538471 -1.19 -0.23 2.06
C -6.278560 4.043195 1.492335 0.47 -0.01 -0.22
C -4.962558 3.878234 1.376989 -0.56 0.54 0.06
C -4.068708 3.128624 2.299536 0.69 -0.53 -0.17
C -3.859619 1.620367 1.971283 0.65 0.94 0.33
C -5.051819 0.792863 1.710846 -0.63 -0.52 0.01
C -6.286518 0.992581 2.157222 0.28 -0.72 -0.41
C -6.712318 2.054740 3.089746 -0.92 0.63 0.36
C -7.201490 3.379344 2.444411 -0.26 -0.70 0.43
C -6.411025 -0.493512 -1.702421 0.57 -1.25 -0.59
H -6.795357 4.680133 0.788548 0.14 0.11 -0.25
H -4.452806 4.422529 0.591134 -0.03 0.05 -0.20
H -4.347936 3.258095 3.342783 -0.10 -0.02 -0.06
H -3.078092 3.581581 2.209555 0.07 0.02 0.15
H -3.197736 1.536511 1.094139 -0.05 0.08 0.25
H -3.299771 1.233062 2.830979 0.14 -0.27 -0.18
H -4.853266 -0.088896 1.108672 -0.21 0.05 -0.13
H -7.056435 0.279716 1.870042 0.12 0.11 -0.16
H -5.944669 2.261918 3.824712 0.08 0.02 0.14
H -7.577866 1.675144 3.652369 0.22 0.06 0.01
H -8.114076 3.170312 1.863951 0.11 0.03 0.34
H -7.468709 4.033523 3.290530 -0.08 0.10 -0.38
H -7.325801 -0.692712 -2.311210 0.33 0.06 -0.08
H -6.521351 -1.224096 -0.873351 0.10 0.90 -0.02
H -5.553988 -0.939108 -2.264291 -0.26 -0.38 -0.31
P 3.256937 0.456064 -1.831141 0.17 -0.06 -0.51
P 2.512821 -2.768315 -0.959896 0.21 -0.30 -0.32
C 3.659547 -0.281844 -0.219405 -0.41 -1.65 0.89
C 3.335652 -1.569046 0.131853 0.86 1.70 -0.13
C 4.781476 1.470120 -2.125694 0.03 0.13 -0.28
C 5.623387 1.952863 -1.112026 0.31 0.27 -0.31
C 6.734225 2.751859 -1.425947 -0.10 -0.07 -0.48
C 7.002292 3.076366 -2.768548 -0.38 -0.21 -0.14
C 6.171710 2.584306 -3.804516 0.19 0.06 0.79
C 5.078200 1.769797 -3.477697 0.36 0.31 0.54
C 2.011229 1.713973 -1.312804 0.45 -0.04 0.29
C 0.763121 1.227307 -0.892572 0.34 0.27 -0.13
C -0.195713 2.124183 -0.440841 -0.11 0.11 0.03
C 0.066964 3.496104 -0.380311 0.26 -0.21 -0.19
C 1.310590 3.961131 -0.810896 -0.21 -0.10 -0.03
C 2.287037 3.085099 -1.285535 -0.50 -0.19 0.18
C 3.743641 -4.152730 -0.717406 0.16 -0.04 0.09
C 5.028279 -3.988490 -1.284745 -0.03 -0.37 0.35
C 6.033243 -4.942341 -1.070516 -0.50 -0.43 0.45
C 5.743334 -6.081781 -0.278476 -0.24 0.21 -0.13
C 4.451986 -6.270430 0.263919 0.61 0.31 -0.48
C 3.456680 -5.308539 0.025117 0.45 -0.11 0.09
C 1.120569 -3.324552 0.098149 -0.11 0.07 -0.29
C 0.059523 -3.954834 -0.581980 0.20 -0.01 0.70
C -1.010448 -4.469764 0.147328 0.09 0.04 0.30
C -1.053169 -4.349252 1.543936 0.31 0.13 -0.40
C -0.011202 -3.690965 2.198434 -0.01 0.05 -0.06
C 1.068025 -3.161008 1.485209 -0.28 -0.33 -0.04
H 4.191264 0.358538 0.499029 -0.29 -0.48 -0.10
H 3.668981 -1.972333 1.100886 -0.08 0.43 -0.29
H 5.437466 1.721793 -0.061105 0.01 0.12 -0.40
H 7.389985 3.122715 -0.624172 -0.37 -0.19 -0.46
H 7.858514 3.716573 -3.017754 -0.39 -0.33 0.13
H 6.386453 2.839205 -4.849521 -0.09 -0.15 0.49
H 4.449474 1.368804 -4.272047 0.06 0.07 0.21
H 0.573186 0.147009 -0.909799 -0.02 0.44 0.00
H -1.163894 1.753420 -0.132817 -0.04 -0.03 0.10
H -0.692171 4.190191 -0.006818 0.30 -0.26 -0.15
H 1.523486 5.018061 -0.781238 0.03 0.17 0.03
H 3.253799 3.468643 -1.610599 -0.24 -0.12 0.09
H 5.253614 -3.093942 -1.869241 -0.11 -0.21 0.12
H 7.038868 -4.808992 -1.501239 -0.64 -0.06 0.26
H 6.531469 -6.829442 -0.094927 -0.48 0.43 -0.09
H 4.233898 -7.161398 0.873494 0.11 0.53 -0.38
H 2.467319 -5.461032 0.459538 0.25 0.12 -0.15
H 0.096070 -4.062911 -1.667350 -0.01 0.06 0.29
H -1.810766 -4.980752 -0.368561 -0.08 0.00 -0.04
H -1.892079 -4.761249 2.108428 0.28 0.14 -0.19
H -0.030458 -3.595616 3.279071 -0.03 0.03 -0.07
H 1.872443 -2.648679 2.020265 -0.33 -0.23 -0.19
F -7.250663 2.122322 -1.006555 0.35 0.89 -0.97

No. 4
8
Properties=species:S:1:pos:R:3:forces:R:3 method="wB97M-V/def2-TZVPD" de_lowest_kcal_mol=29.3 e_tot_ev=-14454.0675 gap_ev=10.649 total_charge=+1 lumo_energy_ev=-4.1
N 0.580271 0.011507 0.564195 0.92 -0.03 1.10
C -0.310904 0.751084 -0.356820 -0.68 -0.64 -0.17
S -1.840806 -0.047620 0.187596 0.59 0.09 -0.33
C -0.255799 -0.674802 -0.439769 -0.34 -2.26 -0.98
H 1.594497 0.055422 0.417663 -0.19 0.00 -0.21
H 0.311983 -0.070636 1.555174 -0.05 0.12 -0.26
H -0.084083 1.643284 -0.907731 0.16 0.09 -0.16
H 0.004843 -1.668239 -1.020305 -0.42 2.63 1.01

No. 5
61
Properties=species:S:1:pos:R:3:forces:R:3 method="wB97M-V/def2-TZVPD" de_lowest_kcal_mol=0.0 e_tot_ev=-195715.6446 gap_ev=6.587 total_charge=+1 lumo_energy_ev=-3.9
Rh 0.093006 0.117032 -0.863705 0.02 -0.02 -0.89
Br 6.654849 -0.897049 0.154391 0.04 -0.01 -0.01
C 4.838621 -0.619842 -0.190808 -0.11 0.02 -0.10
C 4.369379 -0.578644 -1.499045 0.09 -0.01 0.07
C 3.022282 -0.362574 -1.711046 -0.02 -0.05 0.13
N 2.162566 -0.203303 -0.706042 0.09 0.05 0.42
C 2.616362 -0.262533 0.563530 -0.28 0.06 -0.12
C 3.953983 -0.455457 0.864928 -0.10 -0.05 -0.21
C 1.554090 -0.068134 1.578804 0.08 -0.08 -0.29
C 1.765843 -0.109273 2.943544 -0.17 0.09 0.00
C 0.694203 0.144656 3.789203 -0.05 0.03 -0.15
Br 0.936873 0.087452 5.640753 -0.01 0.00 0.04
C -0.544559 0.457563 3.247401 0.07 -0.04 -0.01
C -0.688944 0.459002 1.873316 0.10 0.05 0.19
N 0.328051 0.171137 1.054338 0.28 -0.12 0.92
H 5.036256 -0.708424 -2.337700 0.04 0.00 -0.01
H 2.607476 -0.316925 -2.710736 0.02 0.01 0.01
H 4.308897 -0.486214 1.883313 -0.01 0.00 0.02
H 2.740003 -0.328298 3.352473 0.02 0.00 -0.02
H -1.394358 0.679084 3.874445 -0.01 0.02 0.03
H -1.629265 0.698260 1.399072 0.01 -0.02 0.02
C 2.359731 2.912570 -0.747506 0.04 0.03 -0.05
C 0.934853 3.374901 -0.814496 0.04 0.00 0.07
C 0.666827 4.754297 -0.663475 -0.11 -0.05 -0.05
C -0.617204 5.198058 -0.739708 0.02 -0.05 0.02
C -1.659576 4.278198 -0.986902 -0.06 0.14 -0.04
C -3.006810 4.693826 -1.112135 0.04 -0.06 0.01
C -3.982291 3.774393 -1.365642 0.07 0.00 0.01
C -3.648416 2.413410 -1.495739 0.01 0.01 -0.06
C -2.350808 1.974915 -1.383834 -0.01 0.05 0.12
S -2.029583 0.244387 -1.519725 -0.04 -0.01 0.03
C -1.318227 2.917271 -1.120000 0.04 -0.17 -0.02
N -0.018772 2.483641 -1.006484 -0.08 -0.04 -0.04
H 3.037623 3.747675 -0.910954 0.01 0.00 0.01
H 2.550453 2.157311 -1.506067 0.00 0.08 0.03
H 2.590941 2.487764 0.232290 -0.03 -0.01 0.00
H 1.489277 5.434874 -0.498483 0.01 0.02 0.01
H -0.852440 6.248116 -0.621496 -0.01 0.02 -0.02
H -3.241911 5.744194 -1.003513 0.00 0.02 0.00
H -5.014824 4.079072 -1.459910 -0.02 0.01 -0.01
H -4.428553 1.690078 -1.694306 -0.01 -0.02 0.02
C -0.419232 -2.700568 -2.674030 0.01 0.01 0.01
Si -0.152607 -2.247999 -0.872617 -0.05 0.02 -0.07
C 1.416718 -3.107192 -0.272729 -0.01 0.08 0.04
C -1.531257 -2.993673 0.176354 -0.07 0.01 0.00
C -2.448014 -2.299735 0.965885 0.03 0.12 -0.10
C -3.404900 -2.958838 1.725062 -0.01 0.00 -0.02
C -3.479430 -4.341647 1.698811 0.00 -0.01 0.00
C -2.596580 -5.058795 0.904508 -0.03 0.02 0.04
C -1.638470 -4.390586 0.160611 0.09 0.02 -0.03
H -0.452624 -3.786347 -2.786408 0.00 -0.05 0.02
H 0.387516 -2.331697 -3.311784 0.01 0.02 -0.01
H -1.358633 -2.293648 -3.049037 0.00 0.01 0.00
H 1.249439 -4.183758 -0.253946 -0.06 -0.08 -0.02
H 1.671105 -2.819985 0.749919 0.01 -0.01 0.03
H 2.282079 -2.927693 -0.911837 0.02 0.02 -0.02
H -2.452516 -1.217439 0.953798 0.01 -0.03 0.01
H -4.105922 -2.390734 2.321853 -0.02 0.02 0.02
H -4.230622 -4.857933 2.280561 -0.01 -0.01 0.02
H -2.655589 -6.137795 0.864403 0.00 -0.03 -0.01
H -0.966351 -4.980396 -0.451716 0.05 -0.02 -0.03

No. 6
84
Properties=species:S:1:pos:R:3:forces:R:3 method="wB97M-V/def2-TZVPD" de_lowest_kcal_mol=3.3 e_tot_ev=-78810.7664 gap_ev="7.007 / 7.027" spin_multiplicity=2 total_charge=+2 lumo_energy_ev="-5.7 / -5.7"
Ce 0.387048 0.566908 0.159336 0.44 1.53 0.81
C 0.516430 -3.761780 1.932158 -0.02 0.19 -0.37
C 0.246531 -2.306871 1.708940 -0.03 -0.20 -1.14
N 0.192142 -1.751579 0.525084 -0.11 -0.92 1.02
N 0.397710 -2.486195 -0.584966 0.08 -0.55 -0.98
C 0.414078 -1.769072 -1.718516 -0.01 -1.73 0.94
O 0.384958 -0.491665 -1.753366 -0.24 0.27 -0.70
C 0.436020 -2.537795 -2.968870 0.08 0.01 -0.39
C 0.747510 -3.899391 -2.993327 -0.07 0.17 0.08
C 0.730229 -4.587826 -4.190447 0.04 -0.09 -0.04
C 0.394568 -3.938532 -5.369756 -0.05 0.08 0.05
C 0.072256 -2.588785 -5.351167 0.02 -0.09 -0.09
C 0.104661 -1.889441 -4.161391 0.00 0.07 0.29
C -0.038759 -1.407399 2.828106 -0.21 0.62 0.72
C -0.006670 -1.840541 4.160891 0.09 0.02 -0.59
C -0.370862 -0.976679 5.175470 -0.15 0.39 -0.20
C -0.763746 0.315210 4.843230 0.09 -0.28 0.01
C -0.717534 0.692860 3.513339 -0.01 0.19 -0.11
N -0.355068 -0.118859 2.517605 -0.05 -0.78 0.53
H 0.732945 -4.222270 0.972500 0.01 -0.05 0.03
H -0.354555 -4.253992 2.362534 -0.08 0.00 0.09
H 1.357513 -3.919453 2.602950 0.11 0.04 0.12
H 0.995406 -4.399823 -2.072015 0.03 -0.07 0.08
H 0.975118 -5.639085 -4.212459 0.02 -0.07 0.03
H 0.373869 -4.486351 -6.300415 0.01 -0.03 -0.05
H -0.205906 -2.090278 -6.266628 -0.01 0.07 -0.08
H -0.149515 -0.839677 -4.127161 0.03 0.06 -0.07
H 0.312071 -2.843129 4.393797 -0.06 -0.15 -0.03
H -0.369964 -1.303219 6.204427 0.02 -0.04 0.06
H -1.097379 1.008902 5.596670 -0.01 0.12 0.05
H -0.994415 1.701024 3.220024 0.02 0.01 0.05
O -4.053317 5.840207 -2.257915 0.09 0.17 0.07
C -4.354305 4.501554 -2.551471 -0.41 -0.18 -0.28
C -3.309129 3.616371 -1.941250 0.30 -0.07 0.24
C -3.347715 2.225048 -2.027600 0.07 0.13 0.06
C -2.359824 1.489370 -1.397590 -0.19 -0.05 -0.07
N -1.371302 2.042442 -0.683817 -0.71 0.97 -0.36
C -1.315924 3.390652 -0.608206 -0.32 -0.04 -0.23
C -2.257689 4.194831 -1.236223 0.04 -0.25 0.04
C -0.185060 3.966998 0.157005 0.26 0.39 0.24
C -0.101156 5.330844 0.430146 0.07 -0.30 -0.04
C 1.008148 5.846708 1.091466 0.07 -0.33 0.15
C 1.090903 7.328425 1.378074 0.21 0.07 -0.23
O -0.070332 7.795370 2.015848 -0.26 0.05 0.06
C 1.997522 4.951509 1.485368 -0.26 0.08 -0.17
C 1.826310 3.605865 1.212822 0.15 0.00 0.08
N 0.771686 3.102281 0.567955 -0.13 0.70 -0.08
H -4.716866 6.421570 -2.643577 0.01 -0.07 0.00
H -4.390806 4.332820 -3.638662 0.02 -0.09 0.16
H -5.333686 4.212770 -2.137703 0.15 -0.02 -0.09
H -4.131701 1.723021 -2.573166 -0.05 -0.09 -0.05
H -2.352836 0.399256 -1.460832 -0.06 0.21 -0.03
H -2.215998 5.270966 -1.210132 0.09 0.01 0.11
H -0.884484 6.014695 0.144466 -0.10 -0.02 -0.05
H 1.147936 7.856057 0.417085 0.11 -0.06 0.18
H 1.999836 7.552601 1.945713 -0.07 0.00 -0.08
H 0.032783 7.767780 2.971902 0.03 -0.03 -0.01
H 2.879029 5.298893 1.999080 0.14 -0.02 0.08
H 2.579762 2.890745 1.528251 -0.02 0.02 0.00
N 2.660310 0.144643 0.799493 0.23 -0.02 -0.04
S 3.216148 -1.234360 1.445182 1.16 0.70 0.50
C 4.972673 -1.139931 1.029541 -0.31 -0.23 0.01
C 5.524158 -2.028219 0.123084 -0.10 -0.03 0.06
C 6.833684 -1.828494 -0.293383 -0.02 -0.03 -0.03
C 7.565200 -0.753535 0.183277 0.03 -0.09 -0.03
C 7.000225 0.121268 1.097801 -0.16 0.09 0.08
C 5.700418 -0.072148 1.527670 0.08 0.08 0.06
C 3.369677 -0.870056 3.232118 -0.19 -0.06 -0.31
C 4.005046 -1.771081 4.068842 -0.04 -0.07 -0.12
C 4.147582 -1.463770 5.412252 0.00 -0.10 -0.08
C 3.678181 -0.256527 5.905904 0.00 0.06 -0.01
C 3.041273 0.636891 5.058317 -0.02 -0.08 0.09
C 2.863642 0.320348 3.722391 -0.13 0.12 -0.35
H 3.422944 0.827492 0.793766 -0.17 -0.16 0.00
H 4.948182 -2.859286 -0.251257 -0.09 -0.11 -0.10
H 7.274949 -2.510374 -1.002349 0.05 -0.09 -0.06
H 8.581351 -0.599471 -0.148534 0.04 -0.01 -0.04
H 7.560543 0.959583 1.477164 0.14 0.08 0.06
H 5.255723 0.591088 2.255170 0.04 0.13 0.09
H 4.405454 -2.690025 3.670343 0.09 -0.19 -0.01
H 4.636217 -2.167873 6.066558 0.08 -0.05 0.08
H 3.820752 -0.013345 6.947695 -0.02 0.04 0.08
H 2.680838 1.581618 5.431079 -0.07 0.12 0.10
H 2.338515 0.998738 3.053522 0.16 -0.08 0.15